Entry 1:
The following is a DFT calculation (the ωB97M-V functional and the def2-TZVPD basis) of a cluster of 14 separate species, C25H35BrCl27O2P in total in a non-equilibrium geometry.

net charge = 0
lowest unoccupied orbital energy = -0.96 eV

XYZ file:
```
91
Properties=species:S:1:pos:R:3:forces:R:3:mulliken_charge:R:1
C -2.091 -2.045 -1.386 1.381 0.950 0.054 -1.3777
P -0.775 -2.586 -2.653 -0.203 -0.416 -0.201 0.4123
C -1.434 -1.849 -4.283 -0.084 1.238 0.798 -1.1739
C 0.708 -1.478 -2.240 -0.245 0.961 0.020 0.3005
C 1.439 -0.750 -3.145 -0.520 1.074 1.613 -0.1386
C 2.590 0.152 -2.595 -1.463 -0.760 0.485 -0.1528
O 3.614 0.305 -3.203 0.111 0.496 -0.059 -0.5283
C 2.308 0.797 -1.205 -0.473 0.803 1.778 -0.0239
C 2.750 2.124 -0.853 -0.907 -0.856 1.614 -0.0615
C 2.385 2.639 0.512 -0.389 -1.353 -0.775 -0.0430
Br 2.967 4.464 1.018 -0.505 -1.606 -0.480 -0.2031
C 1.600 1.853 1.452 0.276 -0.779 -1.935 0.0884
Cl 1.129 2.472 3.053 0.321 -0.187 -1.299 -0.1385
C 1.156 0.487 1.088 1.016 1.880 -2.730 -0.8720
C 1.527 0.020 -0.227 0.017 0.408 -0.154 0.6560
C 1.055 -1.402 -0.709 0.244 1.594 -1.095 -0.2603
O 0.941 -2.332 0.042 -0.179 0.057 0.053 -0.5972
H -1.815 -1.002 -1.075 -0.588 -0.905 -0.497 0.3394
H -2.001 -2.653 -0.449 -0.223 0.326 -1.148 0.4928
H -3.117 -2.049 -1.821 0.858 -0.165 0.339 0.5551
H -1.299 -0.731 -4.171 -0.136 -0.991 -0.484 0.3724
H -2.536 -2.023 -4.388 1.028 -0.143 0.179 0.3481
H -0.863 -2.227 -5.162 -1.041 0.352 0.859 0.3811
H 1.242 -0.781 -4.281 0.435 1.275 2.855 0.5648
H 3.337 2.751 -1.591 -0.876 -0.928 1.318 0.0971
H 0.566 -0.166 1.757 0.169 0.949 -1.069 0.9547
C -4.482 -1.044 1.260 -0.136 0.047 0.051 -0.1847
Cl -2.837 -0.400 1.131 -0.079 0.054 0.009 -0.0474
Cl -4.591 -2.691 0.629 -0.201 0.036 0.175 -0.1244
H -4.774 -1.051 2.307 0.124 -0.082 -0.072 0.0036
H -5.153 -0.406 0.693 0.131 -0.052 -0.036 0.3533
C 3.079 5.051 -3.823 0.052 0.157 -0.084 -0.3011
Cl 1.777 3.850 -3.845 -0.073 0.055 -0.079 -0.1254
Cl 4.375 4.572 -2.720 0.161 0.277 -0.200 -0.1301
H 3.489 5.148 -4.825 0.002 -0.146 0.085 0.2762
H 2.671 6.003 -3.496 -0.010 -0.145 0.086 0.3384
C 2.473 -2.835 -6.395 0.157 -0.235 -0.016 -0.4732
Cl 1.353 -2.486 -5.068 1.256 -2.404 -2.128 -0.0856
Cl 1.637 -2.859 -7.955 0.053 -0.020 -0.054 -0.1599
H 3.240 -2.065 -6.418 -0.177 0.025 0.018 0.2503
H 2.928 -3.806 -6.225 -0.144 0.034 -0.013 0.3593
C 2.805 -2.029 3.484 -0.058 -0.285 0.004 -0.2905
Cl 4.544 -1.866 3.746 -0.009 -0.039 0.000 -0.1470
Cl 2.016 -0.449 3.348 0.992 -0.973 1.752 0.0166
H 2.639 -2.583 2.563 0.027 0.167 -0.005 0.1449
H 2.372 -2.566 4.322 0.065 0.137 -0.005 0.3483
C -1.091 -5.954 -6.969 0.122 0.077 -0.062 -0.2883
Cl -1.516 -5.167 -5.445 0.112 -0.001 0.012 -0.0700
Cl -2.399 -6.997 -7.542 0.042 -0.037 -0.082 -0.1713
H -0.897 -5.190 -7.717 -0.113 -0.029 0.077 0.2306
H -0.201 -6.558 -6.816 -0.138 -0.016 0.066 0.2933
C -4.435 -6.513 -1.185 -0.124 -0.074 -0.114 -0.4144
Cl -3.435 -5.115 -1.599 -0.014 -0.059 -0.109 -0.0300
Cl -4.038 -7.133 0.421 -0.063 -0.046 -0.011 -0.1551
H -5.479 -6.215 -1.200 0.111 0.050 0.090 0.2847
H -4.263 -7.297 -1.918 0.103 0.069 0.092 0.3119
C -2.492 1.921 4.441 0.224 0.041 -0.100 0.1267
Cl -2.986 2.688 5.955 0.030 0.011 0.032 -0.1797
Cl -3.755 0.868 3.802 -0.139 0.270 0.517 -0.1447
H -2.277 2.694 3.711 -0.088 -0.026 0.064 0.0289
H -1.602 1.327 4.623 -0.076 -0.040 0.065 0.1361
C 5.595 5.183 3.782 -0.120 -0.196 -0.030 -0.0872
Cl 7.322 5.398 4.096 0.033 -0.045 0.014 -0.1878
Cl 4.775 6.741 3.623 -0.090 -0.044 -0.035 -0.1652
H 5.470 4.624 2.859 0.049 0.129 0.026 0.1384
H 5.152 4.635 4.609 0.076 0.131 -0.003 0.2897
C 3.362 2.194 -6.860 -0.090 0.073 0.152 0.1505
Cl 5.025 2.763 -7.048 -0.040 0.107 0.053 -0.1688
Cl 3.179 0.536 -7.448 -0.136 0.027 -0.027 -0.1398
H 3.096 2.226 -5.807 0.123 -0.119 -0.060 -0.1700
H 2.702 2.843 -7.428 0.106 -0.113 -0.071 0.3262
C 8.620 1.835 3.810 0.026 0.110 -0.072 0.0180
Cl 7.306 0.653 3.766 -0.091 0.076 -0.068 -0.0984
Cl 9.927 1.306 4.876 0.051 0.072 -0.019 -0.1652
H 9.014 1.960 2.805 -0.004 -0.129 0.086 0.2992
H 8.231 2.780 4.174 0.012 -0.136 0.067 -0.0515
C -0.587 6.419 4.209 0.216 0.027 -0.006 -0.1374
Cl -1.062 7.194 5.724 0.076 0.017 -0.022 -0.1577
Cl -1.874 5.377 3.587 0.026 0.041 -0.130 -0.1268
H -0.371 7.187 3.472 -0.138 -0.044 0.062 0.2966
H 0.300 5.815 4.384 -0.147 -0.008 0.039 0.1361
C -6.606 0.416 5.902 0.120 0.253 0.023 0.1203
Cl -6.741 -0.465 4.375 -0.150 -0.004 -0.001 -0.1017
Cl -6.803 -0.665 7.288 0.006 0.048 0.049 -0.1834
H -5.625 0.881 5.954 -0.020 -0.153 -0.032 -0.1098
H -7.379 1.178 5.937 -0.026 -0.164 -0.024 0.3068
C -9.285 -3.030 5.452 -0.011 0.133 0.107 0.3208
Cl -8.970 -4.683 5.992 -0.002 0.031 0.085 -0.1665
Cl -9.337 -2.927 3.688 -0.046 0.058 -0.023 -0.1594
H -10.242 -2.705 5.851 0.024 -0.126 -0.101 0.2768
H -8.493 -2.383 5.818 0.020 -0.123 -0.107 -0.2751
```
Positions in Å, forces in eV/Å.

---

Entry 2:
The following is a DFT calculation (the ωB97M-V functional and the def2-TZVPD basis) of a structure of composition C25H35ClCoN3O2P2 in a non-equilibrium geometry.

multiplicity = 5
net charge = +2
lowest unoccupied orbital energy (alpha / beta) = -6.05 / -10.18 eV

XYZ file:
```
69
Properties=species:S:1:pos:R:3:forces:R:3:nbo_charge:R:1
Co -0.272 0.650 1.020 -3.258 1.008 3.242 1.1224
Cl -1.411 -0.068 2.675 0.486 0.437 -0.238 -0.3847
C 0.477 -0.506 -0.121 2.230 -5.864 -7.174 0.3894
O 0.707 -1.021 -1.164 -0.922 2.445 4.280 -0.4446
P -1.531 1.325 -0.839 -3.087 1.476 -2.950 1.0179
C -1.062 3.078 -1.132 0.084 -0.481 0.173 -0.3968
C -1.775 0.656 -2.531 0.314 -0.341 0.170 -0.4007
C -3.204 1.220 -0.107 0.508 -0.237 0.250 -0.3928
C -2.981 0.056 -2.946 -0.196 -0.120 0.096 -0.1023
C -3.158 -0.343 -4.275 -0.103 0.059 0.476 -0.2157
C -2.142 -0.161 -5.209 0.202 0.108 0.126 -0.1187
C -0.939 0.428 -4.808 -0.035 0.078 0.419 -0.2013
C -0.751 0.814 -3.479 0.338 0.010 -0.408 -0.1661
H -3.796 -0.079 -2.234 0.225 0.025 -0.261 0.2271
H -4.101 -0.796 -4.579 0.243 0.150 0.139 0.2485
H -2.282 -0.479 -6.245 0.050 0.132 0.358 0.2492
H -0.147 0.582 -5.534 -0.039 -0.016 0.132 0.2457
H 0.201 1.256 -3.181 -0.209 -0.084 -0.131 0.2265
C -0.206 3.642 -0.185 0.218 0.393 0.096 -0.1979
C 0.253 4.948 -0.339 -0.154 -0.101 -0.110 -0.1833
C -0.143 5.701 -1.452 0.114 -0.226 0.282 -0.1375
C -0.999 5.140 -2.406 -0.137 -0.281 0.138 -0.2018
C -1.468 3.829 -2.257 0.154 -0.093 -0.022 -0.1125
H 0.130 3.067 0.696 -0.355 0.522 -0.467 0.1692
H 0.917 5.355 0.414 -0.057 0.120 -0.145 0.2426
H 0.228 6.724 -1.563 -0.189 -0.416 -0.027 0.2528
H -1.301 5.728 -3.273 0.035 -0.201 0.251 0.2519
H -2.136 3.388 -3.008 0.339 0.219 0.349 0.2359
C -4.016 2.356 -0.062 -0.310 0.323 0.350 -0.1181
C -5.286 2.267 0.517 0.403 0.061 -0.337 -0.1978
C -5.731 1.057 1.053 -0.043 0.220 0.047 -0.1205
C -4.913 -0.070 1.025 0.517 -0.266 -0.411 -0.1953
C -3.657 0.001 0.425 -0.175 0.031 0.347 -0.1782
H -3.650 3.291 -0.487 -0.227 -0.144 0.229 0.2269
H -5.913 3.152 0.555 0.041 -0.168 -0.048 0.2476
H -6.720 0.996 1.507 0.287 0.051 -0.071 0.2493
H -5.235 -1.007 1.474 0.000 0.210 -0.153 0.2490
H -3.003 -0.871 0.431 -0.216 0.120 -0.027 0.2322
H 1.236 1.735 1.408 -0.448 -0.606 0.198 0.1534
H 1.187 0.951 1.301 2.456 1.065 0.780 -0.0715
C 1.912 -4.119 -0.294 -0.204 -0.260 -0.342 -0.4105
N 2.754 -3.154 0.392 -0.616 0.658 0.376 -0.8171
C 4.183 -3.341 0.228 0.444 -0.127 -0.094 -0.4124
P 2.114 -2.170 1.548 3.285 -1.595 1.002 2.4249
O 0.646 -1.968 1.262 -0.660 1.381 -0.208 -1.0239
N 2.359 -2.812 3.101 -0.490 0.935 -0.805 -0.7906
C 1.478 -2.243 4.131 -0.314 0.078 0.231 -0.4300
C 2.458 -4.265 3.242 -0.315 -0.292 -0.295 -0.4027
N 3.222 -0.893 1.503 -1.345 0.293 -0.134 -0.7963
C 3.366 -0.151 0.240 0.360 0.024 0.175 -0.4188
C 3.441 -0.051 2.687 0.002 0.208 -0.035 -0.4119
H 2.055 -5.128 0.099 -0.046 -0.009 0.063 0.2035
H 2.171 -4.143 -1.357 0.014 0.059 0.083 0.2089
H 0.862 -3.838 -0.211 0.147 -0.115 0.052 0.2236
H 4.408 -3.477 -0.835 -0.070 0.097 0.057 0.2126
H 4.725 -2.462 0.594 -0.074 -0.466 -0.028 0.2275
H 4.528 -4.251 0.735 0.052 0.195 0.052 0.2041
H 0.437 -2.195 3.797 0.044 0.057 0.031 0.2046
H 1.494 -2.910 4.993 0.120 0.234 0.039 0.2289
H 1.799 -1.242 4.446 -0.097 -0.260 -0.057 0.2029
H 1.495 -4.736 3.032 -0.058 -0.199 -0.104 0.1884
H 3.211 -4.682 2.571 -0.013 0.054 0.249 0.2137
H 2.676 -4.494 4.287 0.356 0.034 -0.224 0.2258
H 2.677 0.712 0.206 0.313 -0.275 -0.390 0.1437
H 4.374 0.285 0.202 -0.189 -0.252 -0.042 0.2340
H 3.219 -0.817 -0.623 0.054 0.372 0.346 0.2375
H 2.591 0.635 2.872 0.326 -0.349 0.217 0.1575
H 3.626 -0.686 3.558 -0.024 0.275 -0.203 0.2480
H 4.310 0.599 2.510 -0.090 -0.373 0.039 0.2252
```
Positions in Å, forces in eV/Å.

---

Entry 3:
The following is a DFT calculation (the ωB97M-V functional and the def2-TZVPD basis) of a structure of composition C25H35KN4O4SSi.

ΔE to the lowest compared entry with this formula, charge and spin = 3.63 kcal per mole
net charge = -2
lowest unoccupied orbital energy = 4.38 eV

XYZ file:
```
71
Properties=species:S:1:pos:R:3:forces:R:3:mulliken_charge:R:1
K -0.256 2.276 -0.203 -0.173 -0.151 -0.088 1.3071
O 4.177 3.584 -0.136 -0.034 0.014 0.022 -0.7667
S 3.697 2.216 -0.229 -0.055 -0.061 -0.128 1.1548
O 4.740 1.201 -0.231 -0.007 0.008 0.007 -0.7409
N 2.480 1.909 0.733 0.007 0.064 -0.062 0.0910
C 2.699 1.578 2.039 0.001 0.000 -0.007 0.0493
C 3.939 1.499 2.671 0.051 0.000 0.022 -0.6053
C 4.077 1.086 4.003 -0.037 -0.012 0.028 -0.8301
C 2.999 0.736 4.770 0.016 0.026 -0.056 -0.9501
C 1.710 0.824 4.194 0.082 -0.019 0.045 1.3342
C 0.549 0.477 4.920 -0.051 0.003 -0.013 -0.8160
C -0.681 0.581 4.341 0.024 0.014 -0.005 -0.6081
C -0.748 1.064 3.018 -0.005 -0.003 0.039 -0.2941
N 0.303 1.396 2.320 0.165 -0.015 -0.064 0.2937
C 1.543 1.265 2.858 -0.117 -0.017 0.099 -0.2824
C 2.898 2.085 -1.828 0.053 0.028 0.186 0.0148
C 3.324 1.104 -2.708 0.028 -0.033 -0.003 -0.1483
C 2.745 1.007 -3.966 -0.043 0.008 -0.023 -0.4700
C 1.733 1.879 -4.339 0.040 -0.014 0.035 -0.4019
C 1.307 2.862 -3.453 -0.005 -0.026 -0.007 -0.6708
C 1.898 2.973 -2.203 -0.144 0.087 -0.086 -1.1009
H 4.831 1.734 2.109 -0.007 0.009 -0.009 0.3910
H 5.076 1.037 4.423 0.000 -0.002 0.003 0.3379
H 3.107 0.399 5.794 0.003 -0.004 0.001 0.3269
H 0.660 0.124 5.940 0.001 -0.003 0.000 0.3483
H -1.587 0.311 4.868 -0.003 -0.009 -0.006 0.4018
H -1.711 1.164 2.525 -0.002 0.015 -0.002 0.3923
H 4.099 0.421 -2.386 -0.002 0.005 0.004 0.4574
H 3.066 0.225 -4.643 0.000 0.003 -0.005 0.3445
H 1.266 1.784 -5.312 -0.009 0.003 0.000 0.3708
H 0.504 3.538 -3.717 0.000 0.001 -0.006 0.4520
H 1.541 3.743 -1.530 0.217 0.069 0.052 0.9216
N -3.054 2.236 -0.563 -0.002 0.007 0.005 -0.1133
N -3.573 3.518 -0.291 -0.046 -0.077 -0.002 -0.4359
C -2.802 4.645 -0.769 0.002 0.173 0.006 0.4243
O -3.477 5.683 -0.915 0.010 -0.082 -0.007 -0.7996
O -1.578 4.457 -0.946 0.074 -0.020 -0.007 -0.6733
H -3.328 1.877 -1.472 0.051 -0.015 -0.009 0.1801
H -3.326 1.561 0.139 -0.027 0.044 0.021 0.1763
H -4.544 3.652 -0.539 0.000 0.004 -0.007 0.2134
C 0.423 -1.770 0.810 -0.038 0.084 -0.013 -1.1152
Si -1.069 -1.305 -0.352 -0.019 -0.032 0.059 -0.1853
C -2.479 -2.444 0.498 -0.030 -0.008 -0.058 2.0303
C -3.016 -1.622 1.673 0.025 0.016 0.031 -1.7135
C -3.644 -2.680 -0.464 0.027 0.024 -0.004 -2.0485
C -2.028 -3.793 1.058 0.011 -0.019 -0.025 -1.8438
C -0.493 -2.227 -2.018 -0.016 -0.066 0.039 2.6206
C -1.432 -1.875 -3.174 -0.036 0.027 0.005 -2.0498
C -0.344 -3.746 -1.962 0.022 -0.001 -0.006 -1.9819
C 0.876 -1.630 -2.350 0.021 0.012 -0.010 -2.3059
H 0.774 -2.807 0.726 -0.003 -0.025 -0.010 0.3837
H 0.142 -1.603 1.857 -0.006 -0.011 -0.009 0.2646
H 1.275 -1.111 0.621 -0.001 -0.005 -0.007 0.1198
H -3.419 -0.665 1.330 -0.018 0.004 0.006 0.1973
H -2.228 -1.402 2.401 -0.006 -0.014 -0.004 0.2357
H -3.817 -2.166 2.198 -0.005 0.002 0.004 0.4876
H -3.976 -1.741 -0.918 0.004 0.003 0.007 0.3010
H -4.505 -3.124 0.061 -0.004 -0.004 0.007 0.4883
H -3.371 -3.359 -1.275 0.017 -0.015 -0.006 0.3200
H -1.219 -3.678 1.784 0.004 0.020 0.005 0.3000
H -1.672 -4.461 0.274 0.021 -0.029 -0.007 0.2679
H -2.861 -4.303 1.570 -0.007 0.009 0.005 0.5440
H -2.440 -2.268 -3.020 -0.001 0.004 0.002 0.3292
H -1.055 -2.287 -4.124 0.010 -0.002 -0.002 0.4775
H -1.516 -0.790 -3.285 -0.004 -0.002 0.001 0.3083
H -1.308 -4.249 -1.855 -0.027 0.009 -0.006 0.3356
H 0.290 -4.059 -1.128 0.006 -0.003 0.013 0.3080
H 0.120 -4.127 -2.888 -0.003 -0.003 -0.004 0.4805
H 0.847 -0.536 -2.337 -0.003 0.003 -0.005 0.2559
H 1.201 -1.941 -3.355 0.010 0.002 0.001 0.5553
H 1.644 -1.944 -1.638 -0.010 -0.003 0.014 0.3571
```
Positions in Å, forces in eV/Å.